Record 1
{
  "formula": "C36H60GeN6O5PTi",
  "method": "ωB97M-V with the def2-TZVPD basis set",
  "total_charge": 2,
  "homo_lumo_gap_ev": [4.81, 6.56],
  "relative_energy_kj_mol": 263.48,
  "multiplicity": 4,
  "s_squared": 3.7753,
  "symbols": ["H", "C", "C", "H", "C", "H", "H", "C", "H", "H", "O", "H", "H", "C", "H", "C", "C", "C", "H", "C", "C", "H", "H", "C", "C", "O", "H", "C", "H", "P", "H", "H", "H", "H", "H", "N", "H", "H", "O", "C", "H", "C", "H", "H", "H", "N", "H", "C", "C", "H", "C", "N", "H", "C", "C", "C", "H", "H", "C", "H", "H", "C", "H", "N", "H", "C", "H", "H", "H", "H", "H", "N", "O", "H", "C", "C", "H", "H", "H", "C", "C", "Ge", "H", "O", "C", "H", "C", "N", "H", "C", "C", "H", "C", "H", "C", "H", "H", "H", "H", "H", "H", "H", "H", "C", "H", "H", "Ti", "C", "H", "H"],
  "positions_angstrom": [[4.701, 1.429, -0.459], [1.606, -4.580, 3.016], [-3.360, -2.704, -1.235], [-2.822, 3.291, 3.863], [2.654, -2.120, -3.207], [-1.142, 1.766, -5.612], [-4.336, 3.081, 2.983], [1.792, -5.120, 1.753], [2.169, 3.951, -1.879], [-1.599, 3.805, -1.873], [0.548, -0.984, -2.944], [1.621, -6.171, 1.587], [-1.805, -0.410, -2.983], [0.589, -3.327, -2.447], [-0.490, -3.419, -2.571], [2.920, 1.932, -1.590], [-0.946, 1.312, 1.000], [-2.585, 3.161, 1.719], [3.213, 1.398, 0.493], [-0.518, 0.019, 5.038], [-1.161, -2.244, 0.300], [-1.268, 2.153, -0.838], [-0.186, -1.188, 3.289], [-0.931, 3.639, -2.719], [-1.340, 2.412, -3.557], [1.337, 1.372, 1.820], [-3.293, -1.188, -3.341], [-2.039, -3.226, 0.684], [3.116, -3.099, -3.299], [2.465, -0.630, 2.395], [-1.830, -3.806, 1.569], [3.149, 1.146, 4.631], [-3.164, 2.793, 0.869], [-2.429, 1.062, 3.884], [1.097, -1.688, -5.454], [-3.229, 1.357, 3.340], [-0.964, 4.535, -3.328], [4.753, 2.583, -2.546], [1.720, 1.238, -1.952], [4.270, -0.475, 2.627], [0.822, -3.095, -1.406], [-2.447, -1.712, -1.560], [0.089, 3.508, -2.361], [1.762, 2.079, 6.440], [1.826, 3.264, -0.270], [-1.404, 1.247, -0.384], [2.344, -4.741, -0.284], [-1.125, 2.698, 1.627], [1.582, -0.119, 3.876], [-1.494, 0.544, 1.569], [1.798, -3.226, 3.232], [-1.332, -1.462, -0.810], [1.673, -2.811, 4.221], [-3.854, 0.382, 2.644], [-0.999, 2.673, -5.027], [2.190, -2.413, 2.170], [4.745, -1.031, 1.820], [-0.253, -2.062, 0.861], [1.131, -2.215, -3.352], [-3.174, 1.408, -4.120], [4.583, 0.564, 2.585], [0.528, 0.861, 1.016], [-5.257, 1.545, 1.750], [-2.643, -0.879, -2.633], [-0.564, 3.410, 1.017], [0.244, -0.498, 4.007], [-0.336, -2.568, -4.898], [-2.612, 4.248, 1.681], [-1.639, 3.452, -5.428], [-3.857, -4.267, 0.148], [2.883, -1.698, -2.226], [-3.462, -0.913, 2.832], [0.822, -0.139, 0.277], [-5.394, -0.098, 1.424], [2.127, 0.820, 4.750], [-3.169, -3.477, -0.093], [-3.387, 3.095, -3.659], [0.041, 2.990, -5.118], [-3.118, 1.862, -2.419], [-2.852, 2.178, -3.427], [2.185, -4.313, 0.695], [1.179, 0.802, -3.751], [-2.392, 0.995, -0.438], [-0.651, 1.245, -3.102], [-3.288, 2.769, 3.027], [-1.536, -0.319, 5.185], [1.348, 1.349, 5.763], [-4.777, 0.660, 1.677], [-3.049, -1.142, 3.722], [2.371, -2.958, 0.902], [0.029, 0.945, 5.914], [1.047, -4.275, -2.712], [0.746, -2.494, -4.807], [-4.198, -2.889, -1.887], [2.562, 3.333, -1.073], [4.545, -0.920, 3.582], [3.332, 2.635, -3.597], [3.061, -1.465, -3.980], [4.080, 1.075, -3.199], [-4.050, -1.643, 2.460], [2.644, -2.302, 0.084], [-0.576, 1.359, 6.705], [1.190, -3.428, -5.133], [3.836, 2.065, -2.811], [3.452, 3.818, -0.680], [1.313, -5.214, 3.841], [-0.043, -0.101, -1.369], [3.648, 1.161, -0.476], [3.555, 0.090, -0.657], [-0.666, 2.703, 2.617]],
  "forces_ev_per_a": [[0.1, 0.0, 0.0], [-0.1, -0.1, 0.1], [0.0, -0.4, 0.5], [-0.1, 0.0, 0.0], [-0.4, 0.2, 0.0], [0.0, -0.1, -0.1], [0.1, 0.1, 0.2], [0.0, 0.1, 0.0], [0.0, 0.0, 0.0], [-0.1, 0.0, 0.2], [1.0, 0.0, -1.8], [0.0, -0.2, 0.0], [-0.5, 0.0, -0.2], [0.1, 0.4, -0.2], [0.0, 0.0, 0.1], [0.4, 0.3, 0.1], [0.2, 0.5, 0.2], [0.1, -0.2, 0.3], [0.0, 0.0, 0.0], [0.0, 0.0, -0.1], [-0.1, 0.1, -0.1], [-0.2, -0.2, 0.1], [-0.1, -0.1, 0.0], [0.1, -0.3, -0.2], [-0.3, 0.3, 0.0], [-0.6, 0.1, -0.7], [0.1, 0.0, 0.1], [-0.1, 0.0, 0.1], [0.1, -0.1, -0.1], [0.6, -0.8, 0.6], [0.1, -0.1, 0.1], [0.1, 0.0, 0.0], [0.0, 0.1, -0.1], [0.0, -0.1, 0.1], [0.0, 0.0, -0.1], [-0.7, -1.6, -0.9], [-0.1, 0.2, 0.0], [0.1, 0.0, 0.0], [-0.4, -0.1, -0.7], [-0.4, 0.2, -0.1], [-0.1, -0.1, 0.0], [-0.1, 0.1, 0.0], [0.1, 0.1, 0.0], [0.1, 0.1, 0.1], [0.0, 0.0, 0.0], [-0.6, 0.9, 0.4], [0.0, 0.0, -0.1], [-0.2, -0.2, 0.0], [0.0, -0.2, 0.0], [0.3, 0.0, -0.1], [0.1, 0.0, 0.0], [-1.5, -1.9, 0.7], [0.0, 0.0, 0.1], [0.5, 0.1, 0.2], [0.1, -0.2, 0.4], [-0.2, 0.4, 0.1], [0.0, 0.0, 0.0], [-0.1, -0.1, -0.1], [0.2, -0.8, -0.4], [-0.1, -0.1, -0.1], [0.1, 0.1, 0.0], [0.3, 0.0, 0.9], [0.1, 0.2, -0.1], [0.3, -0.1, 0.0], [0.1, 0.0, 0.0], [0.2, 0.0, -0.1], [-0.1, 0.0, 0.0], [-0.1, 0.1, -0.1], [0.0, 0.2, -0.1], [-0.1, -0.2, 0.1], [0.1, 0.0, 0.0], [-0.7, 1.2, 0.0], [1.2, 0.3, 3.0], [0.1, -0.1, -0.1], [0.0, -0.2, -0.1], [0.1, 0.4, -0.4], [-0.1, 0.1, 0.0], [0.0, 0.1, -0.1], [0.0, 0.0, 0.0], [0.4, 0.0, 0.0], [0.0, 0.0, 0.0], [-0.6, 0.0, 0.6], [0.2, 0.1, -0.2], [0.8, -0.6, -0.4], [-0.2, 0.7, -0.4], [-0.1, -0.1, 0.1], [-0.1, 0.0, 0.1], [0.6, -0.2, 1.2], [0.2, 0.0, 0.0], [0.1, 0.2, 0.0], [0.0, 0.1, 0.0], [0.1, -0.1, 0.0], [0.1, 0.2, 0.4], [-0.1, 0.0, -0.1], [0.0, -0.4, -0.2], [0.0, 0.0, 0.1], [0.1, 0.0, 0.0], [0.1, 0.0, 0.0], [0.1, 0.0, -0.1], [0.1, -0.1, -0.2], [0.0, 0.0, -0.1], [0.0, 0.0, 0.2], [0.1, -0.1, -0.1], [-0.4, -0.1, 0.2], [0.1, 0.1, 0.1], [0.0, 0.0, 0.0], [-0.4, 2.1, -2.2], [-0.3, 0.1, -0.2], [0.1, -0.1, 0.0], [0.1, 0.1, 0.0]],
  "mulliken_charge": [0.66, -0.75, -1.19, 0.48, -1.44, 0.35, 0.37, -0.84, 0.44, 0.33, 0.43, 0.46, -0.28, -1.32, 0.15, 1.69, 0.96, -0.40, 0.04, -0.94, 0.02, -0.47, 0.27, -1.75, 1.34, -0.79, 0.35, -0.99, 0.51, 1.94, 0.65, 0.44, 0.17, 0.04, 0.36, -0.01, 0.55, 0.51, 0.54, -1.47, -0.11, 0.03, 0.05, 0.46, 0.15, 0.41, 0.53, -0.86, 0.22, -0.37, -0.39, 1.37, 0.49, 0.56, -1.77, 0.28, 0.44, -0.10, 1.45, 0.39, 0.50, -0.72, 0.25, 0.12, 0.47, -0.03, 0.37, 0.53, 0.51, 0.49, 0.16, -0.16, 0.72, 0.28, -1.02, -1.09, 0.52, 0.50, 0.07, -1.57, -0.17, -0.44, 0.39, 0.03, -1.66, 0.85, -0.82, -0.31, 0.15, -0.36, -0.79, 0.66, -1.86, 0.55, -1.71, 0.45, 0.43, 0.45, 0.45, 0.27, 0.18, 0.47, 0.45, -1.90, 0.44, 0.48, 0.64, -1.40, 0.04, 0.56]
}

Record 2
{
  "formula": "CH3NOS",
  "method": "ωB97M-V with the def2-TZVPD basis set",
  "homo_lumo_gap_ev": 9.22,
  "relative_energy_kj_mol": 217.87,
  "smiles": "[H]/N=C\\SO",
  "symbols": ["O", "S", "H", "H", "N", "C", "H"],
  "positions_angstrom": [[0.050, 1.808, -0.116], [0.395, 0.466, -1.071], [-0.698, -0.575, 1.559], [0.521, 2.615, -0.366], [-0.397, -1.290, 0.947], [0.035, -1.079, -0.197], [0.095, -1.945, -0.756]],
  "forces_ev_per_a": [[-0.8, -1.0, 0.7], [0.4, -0.1, -1.0], [0.2, 1.4, 0.5], [0.4, -0.7, -0.3], [-0.5, -1.5, 0.5], [-0.6, 3.2, 1.7], [0.9, -1.4, -2.2]],
  "mulliken_charge": [-0.47, 0.09, 0.27, 0.34, -0.52, -0.09, 0.38]
}

Record 3
{
  "formula": "C6H9ClN3",
  "method": "ωB97M-V with the def2-TZVPD basis set",
  "total_charge": 1,
  "homo_lumo_gap_ev": 8.92,
  "relative_energy_kj_mol": 174.72,
  "symbols": ["H", "C", "H", "N", "H", "C", "N", "H", "H", "H", "C", "C", "N", "H", "Cl", "C", "C", "H", "H"],
  "positions_angstrom": [[1.941, -2.690, -0.111], [1.822, 0.706, 0.014], [-2.679, -1.464, 0.008], [-3.417, 0.423, -0.194], [3.477, -0.783, 0.027], [1.503, -1.661, -0.126], [0.182, -1.504, -0.341], [1.933, 2.620, 0.379], [-2.325, -0.382, 1.470], [-0.452, -2.260, -0.221], [-0.348, -0.304, -0.207], [2.359, -0.638, -0.055], [2.476, 1.840, 0.265], [-3.708, 0.052, -1.026], [-0.297, 2.381, -0.191], [-2.702, -0.466, 0.452], [0.434, 0.789, -0.119], [-3.694, 1.427, -0.016], [3.495, 1.914, -0.007]],
  "forces_ev_per_a": [[-0.8, 0.9, -0.1], [-0.2, -0.5, -0.1], [-0.2, 0.4, 0.3], [-0.2, 1.5, 2.1], [-1.6, 0.0, 0.0], [1.6, -2.8, -0.9], [0.8, 0.1, 1.4], [-1.1, 2.5, 0.1], [-0.5, 0.4, -0.3], [0.0, -0.9, -0.2], [-3.4, 0.8, -0.1], [1.7, 2.1, 0.5], [4.2, -2.7, -1.1], [-1.2, -0.4, -2.7], [-0.2, -0.2, 0.2], [2.1, 0.3, -0.2], [0.0, 0.2, -0.1], [1.0, -1.9, 0.3], [-1.9, 0.1, 0.9]],
  "mulliken_charge": [0.33, 0.61, 0.29, -0.22, 0.29, -0.40, -0.05, 0.15, 0.38, 0.25, -0.42, -0.47, -0.39, 0.23, -0.26, -0.40, 0.54, 0.27, 0.25]
}

Record 4
{
  "formula": "C25H44AuO2P2",
  "method": "ωB97M-V with the def2-TZVPD basis set",
  "total_charge": 1,
  "homo_lumo_gap_ev": [7.53, 3.13],
  "relative_energy_kj_mol": 174.63,
  "multiplicity": 3,
  "s_squared": 2.0161,
  "symbols": ["H", "C", "C", "H", "H", "H", "H", "C", "H", "C", "C", "C", "C", "H", "H", "C", "H", "C", "H", "C", "C", "H", "C", "C", "C", "H", "C", "H", "C", "P", "H", "O", "C", "H", "H", "H", "O", "H", "C", "H", "H", "H", "C", "H", "H", "C", "H", "H", "H", "H", "Au", "C", "H", "H", "H", "H", "H", "H", "C", "H", "H", "H", "C", "H", "P", "C", "H", "H", "H", "H", "C", "H", "H", "H"],
  "positions_angstrom": [[0.196, 3.853, -4.030], [-3.001, -0.158, -0.808], [-1.616, 0.738, -5.167], [0.292, 0.484, 6.021], [-1.679, 0.091, -2.528], [-3.316, 1.035, 0.995], [1.086, 1.007, 0.373], [-2.620, 0.920, 0.156], [2.121, -3.051, 4.673], [-1.238, -1.963, 2.685], [-0.484, 1.796, -0.906], [-2.157, -2.602, 1.714], [-1.924, -0.682, -1.777], [1.896, 1.988, -4.408], [2.137, -1.465, 5.475], [0.066, -2.394, 2.953], [-3.389, -1.007, -0.225], [0.537, -1.713, 4.151], [-0.802, -0.759, 6.681], [0.695, 0.831, -0.648], [-1.601, -0.954, 3.629], [-2.399, -1.491, -2.364], [-2.927, -0.295, 3.694], [3.530, -0.241, -4.998], [-1.610, 1.796, 0.071], [0.118, -1.758, -5.141], [0.786, -3.441, 2.197], [3.837, 4.016, 3.007], [1.492, -2.288, 5.143], [1.935, -0.456, -4.097], [-2.634, 0.930, -4.795], [3.058, 2.316, 4.054], [-0.554, -0.810, 4.551], [-2.262, -3.681, 1.922], [1.523, 1.163, -1.308], [-1.558, 2.606, 0.815], [2.425, 2.362, 1.867], [1.732, -2.453, -5.440], [-0.633, -0.074, 5.834], [1.006, -2.732, 6.024], [-0.873, 1.632, -1.930], [3.355, -0.012, -6.060], [-0.686, -1.263, -1.181], [3.212, 4.281, 4.668], [-1.454, -0.344, -5.241], [1.155, -1.519, -5.404], [0.666, -3.305, 1.105], [-0.758, 3.387, -5.486], [-3.849, 0.171, -1.439], [1.304, -1.247, -0.547], [1.645, 0.006, 3.403], [-0.665, 3.281, -4.397], [0.397, -4.444, 2.459], [-1.774, -2.505, 0.689], [1.863, -3.416, 2.424], [1.199, -1.021, -6.385], [-3.690, -0.934, 4.171], [4.094, 0.574, -4.528], [1.213, 1.167, -4.702], [1.099, 1.152, -5.805], [-3.283, -0.050, 2.685], [-0.056, 2.812, -0.894], [3.755, 3.595, 4.014], [-0.695, -2.362, -1.115], [-0.442, 1.513, -3.984], [0.439, -0.631, -0.840], [4.744, 3.397, 4.427], [-1.581, 3.637, -3.906], [-3.159, -2.159, 1.759], [-1.481, 1.219, -6.146], [2.482, 1.817, 2.956], [-2.867, 0.638, 4.269], [-1.465, 0.641, 5.815], [4.094, -1.177, -4.898]],
  "forces_ev_per_a": [[-0.3, -0.1, -0.1], [-0.2, -0.5, -0.2], [-0.3, -0.3, 0.7], [-0.2, -0.2, 0.1], [-0.3, -0.5, 0.5], [0.2, 0.1, -0.4], [-0.2, 0.0, -0.3], [0.0, 0.6, 0.0], [0.0, 0.1, 0.2], [-1.8, 1.7, 1.3], [0.9, 0.7, 0.9], [-0.2, -0.1, -0.5], [-0.7, -0.1, -0.5], [-0.4, -0.4, -0.1], [0.1, -0.5, 0.4], [1.0, 0.4, 1.5], [0.1, 0.2, -0.2], [-1.0, 0.1, -0.6], [0.1, 0.1, -0.2], [0.0, 0.4, -0.5], [-0.4, -1.9, -2.0], [0.1, 0.4, 0.2], [-0.4, 0.4, 0.0], [0.0, 0.0, 0.2], [-0.3, -0.2, 0.5], [0.3, -0.1, -0.1], [0.4, -0.3, -0.2], [-0.1, -0.3, 0.2], [0.7, 0.1, 0.3], [0.2, 0.0, -0.9], [0.2, -0.1, -0.3], [0.5, 0.9, 0.0], [1.4, -1.1, 0.1], [0.0, 0.3, 0.0], [-0.2, -0.3, 0.2], [0.0, -0.5, -0.3], [0.3, 0.4, 0.6], [-0.3, 0.2, -0.1], [-0.1, 0.4, 0.1], [0.0, 0.0, -0.2], [0.0, 0.0, -0.4], [0.1, -0.1, 0.3], [0.8, -0.4, -0.1], [0.1, -0.1, -0.1], [-0.1, 0.4, 0.0], [0.0, -0.1, 0.3], [0.0, -0.1, 0.5], [0.1, -0.1, 0.3], [0.2, 0.1, 0.4], [-0.5, 0.2, -0.1], [-0.3, 0.6, -0.5], [-0.2, 0.1, 0.9], [0.1, 0.4, -0.1], [-0.2, -0.1, 0.2], [-0.4, -0.1, -0.1], [0.0, -0.2, 0.2], [0.2, 0.2, -0.1], [0.0, -0.2, -0.2], [0.0, 0.0, 0.8], [-0.1, 0.1, 0.5], [0.0, -0.1, 0.4], [-0.1, -0.3, -0.2], [-0.2, -0.2, 0.0], [0.2, 0.5, -0.1], [0.6, 0.9, -2.6], [0.2, -0.4, 0.7], [0.0, 0.1, -0.1], [0.2, 0.1, -0.2], [0.2, -0.1, 0.0], [0.1, -0.1, 0.3], [-0.5, -0.9, -0.8], [-0.1, -0.2, -0.2], [0.3, -0.2, 0.1], [0.0, 0.3, -0.1]],
  "mulliken_charge": [0.42, -0.82, -1.29, 0.30, -1.20, 0.56, -0.46, -0.43, 0.34, 1.31, 0.39, -1.43, 0.31, 0.60, 0.38, 0.48, 0.20, 0.66, 0.28, 0.21, 0.43, 0.70, -1.43, -1.17, -0.68, 0.21, -1.65, 0.31, -1.31, 0.45, 0.43, -0.20, 0.18, 0.40, 0.41, 0.37, -0.60, 0.44, -1.42, 0.28, -1.03, 0.36, -0.69, 0.24, 0.30, -1.22, 0.18, 0.42, 0.58, 0.51, 0.27, -1.35, 0.35, -0.07, 0.40, 0.41, 0.33, 0.38, -1.28, 0.62, 0.08, 0.62, -0.67, 0.68, 1.13, -0.34, 0.24, 0.38, 0.40, 0.47, 0.15, 0.40, 0.40, 0.40]
}